# 1
C12H22BN2O14S2 | the ωB97M-V functional and the def2-TZVPD basis

CARTESIAN COORDINATES (ANGSTROEM)
1 N 2.089 3.614 1.906
2 B 1.827 4.572 0.853
3 O 2.735 4.856 -0.103
4 S 0.236 5.596 0.781
5 O 0.120 6.130 -0.535
6 O 0.523 6.589 1.778
7 N -1.089 4.833 1.248
8 S -1.297 3.332 0.826
9 O -1.126 2.459 1.941
10 O -2.567 3.170 0.194
11 H 2.111 2.680 1.500
12 H 3.029 3.812 2.239
13 H 2.717 4.151 -0.783
14 H -0.410 3.007 -0.109
15 C -2.554 -2.578 2.168
16 C -2.106 -1.233 1.651
17 C -2.647 -0.865 0.286
18 O -1.611 -0.034 -0.240
19 C -0.450 -0.383 0.360
20 O 0.629 -0.026 0.021
21 O -0.687 -1.221 1.402
22 H -2.175 -2.753 3.174
23 H -3.642 -2.632 2.195
24 H -2.173 -3.381 1.534
25 H -2.320 -0.448 2.378
26 H -3.580 -0.311 0.329
27 H -2.767 -1.735 -0.368
28 C 1.466 -3.649 1.632
29 C 1.526 -5.033 2.222
30 C 1.651 -6.154 1.212
31 O 0.991 -7.244 1.875
32 C 0.090 -6.716 2.742
33 O -0.749 -7.340 3.302
34 O 0.283 -5.384 2.871
35 H 1.435 -2.894 2.413
36 H 2.337 -3.460 1.005
37 H 0.564 -3.523 1.035
38 H 2.319 -5.096 2.971
39 H 2.679 -6.419 0.986
40 H 1.119 -5.937 0.283
41 C 0.022 1.028 -5.215
42 C -0.274 1.770 -3.937
43 C -0.137 3.277 -4.023
44 O 0.247 3.617 -2.688
45 C 0.848 2.551 -2.146
46 O 1.423 2.573 -1.100
47 O 0.699 1.459 -2.918
48 H -0.154 -0.040 -5.089
49 H -0.614 1.391 -6.021
50 H 1.067 1.157 -5.496
51 H -1.256 1.492 -3.549
52 H -1.058 3.786 -4.289
53 H 0.660 3.586 -4.704

Calculated total energy, hartree: -2454.7002
HOMO level, eV: -4.78
Total charge: -1
Energy above the lowest of the compared OMol25 structures with the same formula, charge and spin, eV: 0.506
Lowest unoccupied orbital energy, eV: 2.10


# 2
C20H31NO3S | the ωB97M-V functional and the def2-TZVPD basis

CARTESIAN COORDINATES (ANGSTROEM)
1 C -2.567 -3.392 -1.213
2 C -1.160 -3.205 -0.661
3 C -0.939 -1.767 -0.189
4 C 0.459 -1.603 0.403
5 N 0.979 -0.213 0.502
6 C 0.147 0.612 1.431
7 C -1.231 0.823 1.059
8 C -2.394 1.053 0.843
9 C -3.756 1.283 0.542
10 C -4.468 2.272 1.221
11 C -5.800 2.487 0.924
12 C -6.431 1.725 -0.047
13 C -5.726 0.743 -0.724
14 C -4.395 0.517 -0.435
15 C 2.329 -0.258 1.161
16 C 3.358 -1.192 0.529
17 C 4.762 -0.742 0.938
18 C 5.831 -1.673 0.382
19 C 1.162 0.385 -0.873
20 C 0.409 1.674 -1.242
21 C 1.394 2.745 -1.668
22 S 2.647 2.967 -0.336
23 O 3.190 4.290 -0.503
24 O 1.904 2.762 0.920
25 O 3.599 1.870 -0.556
26 H -2.732 -2.739 -2.067
27 H -2.717 -4.419 -1.535
28 H -3.310 -3.160 -0.453
29 H -1.005 -3.890 0.176
30 H -0.431 -3.456 -1.435
31 H -1.698 -1.523 0.554
32 H -1.076 -1.090 -1.033
33 H 1.163 -2.166 -0.213
34 H 0.476 -2.035 1.408
35 H 0.170 0.128 2.412
36 H 0.671 1.589 1.499
37 H -3.967 2.862 1.974
38 H -6.349 3.253 1.450
39 H -7.472 1.897 -0.276
40 H -6.218 0.149 -1.481
41 H -3.841 -0.247 -0.960
42 H 2.189 -0.544 2.206
43 H 2.715 0.767 1.124
44 H 3.307 -1.153 -0.559
45 H 3.200 -2.226 0.848
46 H 4.912 0.268 0.554
47 H 4.834 -0.711 2.027
48 H 6.818 -1.334 0.682
49 H 5.792 -1.690 -0.704
50 H 5.692 -2.689 0.748
51 H 2.224 0.649 -0.953
52 H 0.936 -0.393 -1.601
53 H -0.315 1.470 -2.038
54 H -0.145 2.082 -0.403
55 H 1.958 2.481 -2.556
56 H 0.917 3.709 -1.801

Calculated total energy, hartree: -1459.2625
HOMO level, eV: -8.87
SMILES: CCCC[N+](CC#Cc1ccccc1)(CCCC)CCCS(=O)(=O)[O-]
Energy above the lowest of the compared OMol25 structures with the same formula, charge and spin, eV: 2.816
Lowest unoccupied orbital energy, eV: 0.34


# 3
C43H49InN10O2SSe2 | the ωB97M-V functional and the def2-TZVPD basis

CARTESIAN COORDINATES (ANGSTROEM)
1 In -0.086 0.966 0.089
2 N -7.726 4.003 -1.825
3 C -6.388 4.047 -1.622
4 C -5.579 4.940 -2.348
5 C -4.218 4.965 -2.162
6 C -3.631 4.091 -1.243
7 C -4.412 3.207 -0.500
8 C -5.773 3.182 -0.695
9 S -1.885 4.182 -1.123
10 O -1.400 5.113 -2.107
11 O -2.257 2.727 1.468
12 N -1.169 2.738 -1.196
13 C -0.544 2.360 -2.345
14 N 0.472 1.496 -2.099
15 C 1.211 1.085 -3.135
16 C 0.946 1.498 -4.417
17 C -0.172 2.317 -4.583
18 N -0.917 2.737 -3.572
19 H -8.176 4.661 -2.435
20 H -8.312 3.412 -1.266
21 H -6.038 5.611 -3.065
22 H -3.590 5.641 -2.727
23 H -3.961 2.545 0.223
24 H -6.383 2.489 -0.124
25 H 2.034 0.416 -2.904
26 H 1.563 1.189 -5.247
27 H -0.490 2.641 -5.569
28 Se 0.812 1.635 4.669
29 Se -1.248 2.373 4.044
30 C -1.015 2.912 2.146
31 C -1.814 4.070 1.702
32 C -1.283 4.846 0.516
33 C 0.198 4.735 0.399
34 C 0.807 3.622 0.811
35 N 0.195 2.574 1.517
36 C 0.484 -0.277 4.659
37 C 0.743 -0.968 5.838
38 C 0.473 -2.324 5.895
39 C -0.007 -2.955 4.757
40 C -0.224 -2.193 3.627
41 N -0.002 -0.869 3.569
42 H -2.417 4.613 2.422
43 H -1.643 5.874 0.499
44 H 0.742 5.525 -0.098
45 H 1.866 3.473 0.621
46 H 1.117 -0.427 6.697
47 H 0.631 -2.880 6.810
48 H -0.217 -4.017 4.747
49 H -0.616 -2.643 2.720
50 C 5.556 -3.290 1.866
51 C 5.061 -2.110 2.717
52 C 4.352 -2.675 3.961
53 C 6.262 -1.270 3.167
54 C 4.049 -1.265 1.961
55 C 3.812 0.072 2.275
56 C 2.820 0.777 1.623
57 N 2.072 0.246 0.651
58 C 2.321 -1.021 0.293
59 C 3.266 -1.802 0.934
60 C 1.533 -1.550 -0.845
61 C 2.109 -2.397 -1.778
62 C 1.356 -2.890 -2.844
63 C 0.023 -2.483 -2.898
64 C -0.470 -1.606 -1.956
65 N 0.263 -1.136 -0.942
66 C 1.985 -3.750 -3.923
67 C 0.946 -4.682 -4.562
68 C 2.533 -2.786 -4.994
69 C 3.141 -4.595 -3.370
70 H 6.430 -3.735 2.342
71 H 5.852 -2.969 0.864
72 H 4.803 -4.076 1.782
73 H 5.018 -3.376 4.468
74 H 3.440 -3.206 3.683
75 H 4.093 -1.876 4.660
76 H 7.001 -1.924 3.628
77 H 5.981 -0.523 3.910
78 H 6.737 -0.767 2.321
79 H 4.397 0.583 3.029
80 H 2.603 1.804 1.885
81 H 3.383 -2.833 0.632
82 H 3.156 -2.647 -1.679
83 H -0.644 -2.840 -3.670
84 H -1.494 -1.259 -2.005
85 H 0.214 -4.131 -5.154
86 H 0.420 -5.263 -3.801
87 H 1.446 -5.379 -5.233
88 H 1.724 -2.225 -5.468
89 H 3.052 -3.356 -5.766
90 H 3.241 -2.076 -4.559
91 H 2.838 -5.153 -2.482
92 H 4.015 -3.987 -3.128
93 H 3.451 -5.314 -4.127
94 C -4.344 -0.889 3.029
95 C -3.792 -0.492 1.703
96 C -4.342 -0.431 0.438
97 C -3.321 0.000 -0.420
98 N -2.199 0.182 0.284
99 N -2.511 -0.120 1.568
100 C -3.408 0.246 -1.891
101 H -5.378 -1.212 2.940
102 H -4.295 -0.053 3.729
103 H -3.760 -1.708 3.453
104 H -5.357 -0.668 0.159
105 H -1.810 -0.008 2.301
106 H -4.248 0.905 -2.106
107 H -3.583 -0.687 -2.430
108 H -2.503 0.722 -2.261

Calculated total energy, hartree: -7756.7545
HOMO level, eV: -12.52
Total charge: +2
Lowest unoccupied orbital energy, eV: -4.98


# 4
C26H44BCsN12O7P | the ωB97M-V functional and the def2-TZVPD basis

CARTESIAN COORDINATES (ANGSTROEM)
1 Cs -0.284 -0.118 0.992
2 C -6.274 -1.107 -0.768
3 C -6.096 0.098 -0.067
4 N -5.246 -0.046 0.943
5 N -4.851 -1.335 0.911
6 C -5.463 -1.997 -0.099
7 B -4.048 -2.059 2.023
8 N -3.337 -3.295 1.399
9 C -3.198 -4.496 1.991
10 C -2.377 -5.279 1.206
11 C -2.054 -4.445 0.126
12 N -2.633 -3.255 0.251
13 N -2.952 -1.209 2.747
14 C -2.190 -1.702 3.753
15 C -1.424 -0.676 4.260
16 C -1.795 0.432 3.484
17 N -2.699 0.099 2.572
18 H -6.906 -1.299 -1.620
19 H -6.554 1.059 -0.251
20 H -5.297 -3.048 -0.270
21 H -4.824 -2.489 2.849
22 H -3.696 -4.718 2.922
23 H -2.060 -6.292 1.383
24 H -1.439 -4.658 -0.737
25 H -2.246 -2.737 4.050
26 H -0.716 -0.721 5.071
27 H -1.448 1.452 3.558
28 O -2.794 1.124 -0.846
29 C -2.886 2.257 -1.689
30 C -2.879 3.578 -0.927
31 C -1.602 3.815 -0.099
32 C -0.358 3.738 -0.941
33 C 0.157 4.849 -1.600
34 C 1.274 4.691 -2.406
35 C 1.842 3.435 -2.532
36 C 1.270 2.380 -1.834
37 N 0.197 2.528 -1.053
38 H -3.508 1.136 -0.191
39 H -3.785 2.212 -2.316
40 H -2.024 2.205 -2.355
41 H -3.737 3.597 -0.247
42 H -3.007 4.388 -1.652
43 H -1.540 3.045 0.668
44 H -1.666 4.791 0.386
45 H -0.312 5.818 -1.487
46 H 1.696 5.543 -2.926
47 H 2.715 3.273 -3.151
48 H 1.697 1.383 -1.867
49 N -0.175 -1.453 -1.605
50 N -1.550 -1.603 -1.841
51 C -2.172 -1.009 -2.864
52 N -3.507 -1.126 -2.915
53 N -1.371 -0.398 -3.751
54 N -1.900 0.329 -4.755
55 O -3.125 0.543 -4.871
56 O -1.102 0.793 -5.553
57 H 0.132 -0.582 -2.028
58 H 0.343 -2.190 -2.071
59 H -2.084 -2.041 -1.085
60 H -3.989 -1.387 -2.066
61 H -3.958 -0.509 -3.569
62 C 3.761 3.453 1.593
63 C 4.274 2.049 1.301
64 C 4.655 1.930 -0.173
65 C 5.477 1.731 2.187
66 O 3.187 1.182 1.681
67 P 2.796 -0.260 1.061
68 O 1.801 -0.822 2.016
69 O 2.379 -0.167 -0.370
70 O 4.235 -1.008 1.200
71 C 4.533 -2.263 0.551
72 C 3.342 -3.223 0.569
73 C 4.973 -1.995 -0.889
74 C 5.686 -2.848 1.356
75 H 4.541 4.194 1.405
76 H 3.448 3.520 2.636
77 H 2.900 3.671 0.956
78 H 5.453 2.640 -0.405
79 H 3.792 2.140 -0.804
80 H 4.999 0.920 -0.397
81 H 6.297 2.424 1.978
82 H 5.811 0.710 2.005
83 H 5.196 1.816 3.239
84 H 2.515 -2.808 -0.012
85 H 2.992 -3.375 1.591
86 H 3.634 -4.182 0.136
87 H 4.168 -1.483 -1.419
88 H 5.201 -2.935 -1.395
89 H 5.864 -1.362 -0.901
90 H 5.356 -3.070 2.373
91 H 6.503 -2.125 1.407
92 H 6.050 -3.764 0.887

Calculated total energy, hartree: -2587.4700
HOMO level, eV: -6.38
Total charge: -1
Energy above the lowest of the compared OMol25 structures with the same formula, charge and spin, eV: 0.088
Lowest unoccupied orbital energy, eV: 2.12


# 5
C5H11NS | the ωB97M-V functional and the def2-TZVPD basis

CARTESIAN COORDINATES (ANGSTROEM)
1 C -0.395 1.440 2.076
2 C -1.875 -0.877 -0.306
3 C 0.067 0.179 -1.754
4 C 2.219 -0.462 0.186
5 C -0.436 -0.325 -0.396
6 N -0.808 2.048 1.106
7 S 0.619 -1.050 0.726
8 H -0.704 1.703 3.117
9 H -0.031 0.362 2.078
10 H -2.033 -1.839 -0.684
11 H -2.432 -0.212 -1.131
12 H -2.227 -0.805 0.667
13 H 0.636 -0.599 -2.341
14 H 0.842 0.876 -1.640
15 H -0.787 0.571 -2.179
16 H 2.673 -0.980 -0.660
17 H 2.657 -0.689 1.159
18 H 2.013 0.656 -0.023

Calculated total energy, hartree: -649.8722
HOMO level (alpha / beta), eV: -8.34 / -6.97
Energy above the lowest of the compared OMol25 structures with the same formula, charge and spin, eV: 4.541
Lowest unoccupied orbital energy (alpha / beta), eV: 0.42 / 0.28


# 6
C5H12NOP | the ωB97M-V functional and the def2-TZVPD basis

CARTESIAN COORDINATES (ANGSTROEM)
1 C -1.540 0.566 0.340
2 C -0.275 -1.454 0.828
3 C 0.873 0.855 0.727
4 C 0.807 -1.408 -1.694
5 C -0.230 -0.106 0.174
6 N 0.012 -0.369 -1.271
7 O -2.449 -2.381 -1.965
8 P -2.249 -1.002 -2.255
9 H -1.608 1.379 -0.391
10 H -2.279 -0.107 -0.131
11 H -1.819 0.624 1.408
12 H -0.886 -2.193 0.238
13 H -0.738 -1.571 1.815
14 H 0.738 -1.828 0.846
15 H 1.085 1.877 0.144
16 H 0.575 1.090 1.800
17 H 1.825 0.331 0.822
18 H 0.923 -1.340 -2.794
19 H 1.729 -1.415 -1.181
20 H 0.295 -2.371 -1.410

Calculated total energy, hartree: -668.9377
HOMO level (alpha / beta), eV: -7.51 / -7.52
Energy above the lowest of the compared OMol25 structures with the same formula, charge and spin, eV: 2.383
Lowest unoccupied orbital energy (alpha / beta), eV: -1.11 / -1.11


Repeat the sixth record exactly.
C5H12NOP | the ωB97M-V functional and the def2-TZVPD basis

CARTESIAN COORDINATES (ANGSTROEM)
1 C -1.540 0.566 0.340
2 C -0.275 -1.454 0.828
3 C 0.873 0.855 0.727
4 C 0.807 -1.408 -1.694
5 C -0.230 -0.106 0.174
6 N 0.012 -0.369 -1.271
7 O -2.449 -2.381 -1.965
8 P -2.249 -1.002 -2.255
9 H -1.608 1.379 -0.391
10 H -2.279 -0.107 -0.131
11 H -1.819 0.624 1.408
12 H -0.886 -2.193 0.238
13 H -0.738 -1.571 1.815
14 H 0.738 -1.828 0.846
15 H 1.085 1.877 0.144
16 H 0.575 1.090 1.800
17 H 1.825 0.331 0.822
18 H 0.923 -1.340 -2.794
19 H 1.729 -1.415 -1.181
20 H 0.295 -2.371 -1.410

Calculated total energy, hartree: -668.9377
HOMO level (alpha / beta), eV: -7.51 / -7.52
Energy above the lowest of the compared OMol25 structures with the same formula, charge and spin, eV: 2.383
Lowest unoccupied orbital energy (alpha / beta), eV: -1.11 / -1.11